Computed, not measured: 2 unconnected molecules or ions with the total composition C5H14 in a non-equilibrium geometry, with ωB97M-V with the def2-TZVPD basis set.

Cartesian coordinates (Å):
C 1.31 -0.82 1.95
C 0.30 0.11 2.51
C 1.61 -0.33 0.54
H 0.94 -1.82 2.00
H 2.15 -0.83 2.58
H 0.84 1.13 2.84
H -0.33 0.48 1.58
H 1.02 -1.10 -0.02
H -0.28 -0.41 3.19
H 2.64 -0.32 0.36
H 1.29 0.57 0.01
C -2.22 0.04 -2.38
C -0.91 0.91 -2.36
H -2.26 -0.66 -1.50
H -2.97 0.69 -2.35
H -2.15 -0.59 -3.31
H -0.98 1.98 -2.35
H -0.32 0.77 -3.23
H -0.21 0.67 -1.36

The value obtained for the HOMO-LUMO gap (alpha / beta) is 2.790 / 11.234 eV. Its charge is -1. The expectation value of S² is 0.75. For the electronic energy, the calculation gives -5408.401 eV. The spin multiplicity is 2.

***

Computed, not measured: a molecular structure, C35H16F4N7PdS2, with ωB97M-V with the def2-TZVPD basis set.

Cartesian coordinates (Å):
Pd 1.12 -1.02 0.09
S 2.35 3.72 1.44
C 3.03 2.29 2.22
C 4.00 2.61 3.19
C 4.91 1.68 3.62
C 4.87 0.39 3.08
C 3.90 0.03 2.18
C 2.93 0.95 1.75
N 1.89 0.60 0.93
C 0.62 1.12 1.31
C -1.26 1.94 0.15
C -2.31 2.69 -0.36
C -3.48 2.03 -0.73
C -3.59 0.65 -0.58
C -2.55 -0.10 -0.05
C -1.39 0.56 0.32
H 4.04 3.63 3.56
H 5.66 1.94 4.36
H 5.60 -0.35 3.40
H 3.84 -0.98 1.80
H -2.21 3.76 -0.51
H -4.30 2.59 -1.15
H -4.51 0.15 -0.88
H -2.66 -1.17 0.11
S -0.49 5.04 3.41
C 0.01 3.64 2.61
C 0.04 2.44 3.39
C 0.46 1.31 2.80
N -0.30 -0.01 1.01
C 0.16 2.32 0.49
C 0.50 3.58 1.23
C -0.39 6.30 2.16
C 0.79 6.99 1.97
C 0.80 7.97 0.98
N -0.26 8.27 0.23
C -1.38 7.60 0.45
C -1.51 6.60 1.40
H -0.19 2.49 4.45
H 0.61 0.40 3.38
H 0.75 2.32 -0.43
H 0.27 4.49 0.67
H 1.67 6.78 2.55
H 1.70 8.54 0.79
H -2.23 7.88 -0.17
H -2.45 6.09 1.55
F 1.02 -5.01 -2.16
C 0.06 -5.77 -2.68
C 0.39 -6.91 -3.30
F 1.66 -7.25 -3.38
C -0.60 -7.79 -3.89
C -1.98 -7.33 -3.74
C -2.30 -6.19 -3.12
F -3.57 -5.83 -3.03
C -1.30 -5.31 -2.54
C -1.63 -4.15 -1.91
C -0.67 -3.26 -1.33
N 0.00 -2.45 -0.86
C -2.96 -3.65 -1.74
N -3.98 -3.14 -1.56
F -2.94 -8.07 -4.25
C -0.28 -8.95 -4.52
C 1.07 -9.41 -4.68
N 2.12 -9.85 -4.85
C -1.24 -9.84 -5.10
N -1.96 -10.61 -5.55

The value obtained for the HOMO-LUMO gap (alpha / beta) is 4.528 / 4.529 eV. Its charge is +1. For the electronic energy, the calculation gives -82993.042 eV.

***

Computed, not measured: 5 unconnected molecules or ions with the total composition C20H26O8 in a non-equilibrium geometry, with ωB97M-V with the def2-TZVPD basis set.

Cartesian coordinates (Å):
O 3.06 2.24 -0.64
C 2.26 2.54 -1.60
C 2.80 3.31 -2.71
C 1.86 3.63 -3.72
C 0.55 3.32 -3.62
O -0.33 3.38 -4.58
C 0.06 2.46 -2.52
C 0.97 2.03 -1.52
H 2.58 1.86 -0.03
H 3.69 3.56 -2.78
H 2.16 4.27 -4.49
H -0.70 2.81 -5.03
H -0.95 2.01 -2.60
H 0.76 1.33 -0.65
O 3.69 -1.97 4.35
C 2.89 -1.06 3.77
C 3.35 0.20 3.77
C 2.61 1.28 3.25
C 1.42 1.08 2.58
O 0.83 2.12 2.00
C 0.91 -0.20 2.51
C 1.61 -1.28 3.12
H 4.73 -1.92 4.20
H 4.32 0.40 4.20
H 3.04 2.08 3.31
H 0.93 3.03 2.27
H 0.02 -0.37 2.10
H 1.26 -2.14 3.10
O -3.19 -1.43 2.65
C -2.59 -1.22 1.39
C -3.05 -0.21 0.57
C -2.67 -0.28 -0.76
C -1.85 -1.28 -1.37
O -1.45 -1.31 -2.62
C -1.29 -2.32 -0.48
C -1.69 -2.24 0.91
H -2.51 -1.80 3.21
H -3.63 0.63 0.74
H -3.02 0.60 -1.43
H -0.86 -1.92 -2.96
H -0.62 -2.93 -0.67
H -1.21 -2.94 1.65
C -1.29 0.45 -5.90
O -2.25 0.79 -5.09
H -1.46 -0.33 -6.43
H -0.41 0.27 -5.53
H -1.18 1.38 -6.68
H -1.99 0.34 -4.28
C -2.39 -4.14 4.19
O -1.48 -3.21 3.95
H -2.16 -5.10 3.53
H -3.34 -3.85 3.91
H -2.31 -4.60 5.15
H -0.49 -3.36 4.28

As for the SMILES: Oc1ccc(O)cc1.Oc1ccc(O)cc1.Oc1ccc(O)cc1.CO.CO. The value obtained for the HOMO-LUMO gap is 7.792 eV. For the electronic energy, the calculation gives -37531.309 eV.